No. 1
Density functional theory data (ωB97M-V with the def2-TZVPD basis set) for C6H14ClO3PS in the gas phase.

Structure (XYZ):
```
26
Properties=species:S:1:pos:R:3:lowdin_charge:R:1
C -3.648 -0.138 0.794 -0.0751
C -3.105 0.500 -0.589 -0.1997
C -1.680 1.138 -0.344 -0.2105
C -0.430 0.238 -0.754 -0.1680
C 0.010 -0.386 0.599 -0.1952
O 1.220 -1.126 0.380 -0.2708
C 2.321 -0.717 -0.421 -0.7183
P 3.351 -2.220 -0.731 0.8785
S 3.408 0.499 0.477 0.3355
O 4.780 0.250 0.165 -0.4198
O 3.022 0.638 1.864 -0.3243
Cl 3.008 2.250 -0.545 0.3549
H -4.621 -0.616 0.587 0.0729
H -2.817 -0.658 1.153 0.0251
H -4.011 0.682 1.383 0.0572
H -3.746 1.358 -0.764 0.0948
H -2.819 -0.247 -1.269 0.0671
H -1.596 2.101 -0.866 0.1035
H -1.691 1.274 0.725 0.0748
H 0.226 0.966 -1.270 0.0922
H -0.716 -0.613 -1.431 0.1262
H -0.556 -1.285 1.133 0.1698
H 0.106 0.538 1.370 0.1586
H 1.959 -0.325 -1.406 0.0875
H 4.600 -1.484 -0.908 -0.0650
H 3.427 -2.614 0.667 -0.0519
```

Summary:
E_LUMO (eV): 0.13
SMILES string: CCCCCO[C@H](P)S(=O)(=O)Cl
Frontier orbital gap (eV): 9.97
E (eV): -45234.2376


No. 2
Density functional theory data (ωB97M-V with the def2-TZVPD basis set) for a molecular structure, C6H14ClORhTc.

Structure (XYZ):
```
24
Properties=species:S:1:pos:R:3:lowdin_charge:R:1
Rh -0.221 -0.048 0.897 0.7445
Cl -0.536 1.935 -0.664 0.0119
C -2.043 -0.498 1.594 -0.2528
H -1.995 -1.010 2.567 0.0115
H -2.492 -1.132 0.825 -0.0057
H -2.592 0.447 1.692 0.0145
Tc 0.313 0.078 -1.785 0.9339
C 2.245 0.522 -2.331 -0.2922
C -0.910 -0.173 -3.446 -0.2993
C 0.293 -1.544 -0.550 -0.4293
H -1.327 -1.196 -3.514 -0.0064
H -1.769 0.525 -3.443 -0.0117
H -0.360 0.006 -4.391 -0.0073
H 2.956 -0.255 -2.001 -0.0027
H 2.342 0.611 -3.428 -0.0005
H 2.570 1.480 -1.890 -0.0045
H -0.576 -2.246 -0.538 -0.0282
H 1.209 -2.090 -0.218 -0.0372
C 0.716 0.442 3.683 -0.0674
C -0.009 1.056 2.534 -0.5542
O -0.498 2.172 2.494 0.0350
H 1.737 0.203 3.375 0.0806
H 0.204 -0.458 4.038 0.0803
H 0.745 1.173 4.499 0.0872
```

Summary:
Multiplicity: 8
E_LUMO (spin up / spin down) (eV): 0.02 / -2.17
Frontier orbital gap (spin up / spin down) (eV): 6.36 / 7.19
E (eV): -26217.3735


Energy relative to the best compared isomer or geometry (same formula, charge and spin), record by record: 400.4, 0.0 kJ/mol